{"formula": "C24H44F3O43S11", "method": "ωB97M-V with the def2-TZVPD basis set", "max_force_ha_per_bohr": 0.0731, "e_tot_ha": -8855.56762, "total_charge": -1, "lumo_ev": 1.349, "homo_lumo_gap_ev": 6.63, "molar_mass_g_mol": 1430.30, "spin_multiplicity": 1, "elements": ["S", "S", "S", "S", "S", "S", "S", "S", "S", "S", "S", "F", "F", "F", "O", "O", "O", "O", "O", "O", "O", "O", "O", "O", "O", "O", "O", "O", "O", "O", "O", "O", "O", "O", "O", "O", "O", "O", "O", "O", "O", "O", "O", "O", "O", "O", "O", "O", "O", "O", "O", "O", "O", "O", "O", "O", "O", "C", "C", "C", "C", "C", "C", "C", "C", "C", "C", "C", "C", "C", "C", "C", "C", "C", "C", "C", "C", "C", "C", "C", "C", "H", "H", "H", "H", "H", "H", "H", "H", "H", "H", "H", "H", "H", "H", "H", "H", "H", "H", "H", "H", "H", "H", "H", "H", "H", "H", "H", "H", "H", "H", "H", "H", "H", "H", "H", "H", "H", "H", "H", "H", "H", "H", "H", "H"], "xyz": [[6.13, 1.63, -6.51], [-1.45, -7.68, -3.08], [-4.70, 2.10, 10.98], [1.15, 2.77, 1.40], [9.69, 1.42, -4.83], [-5.64, -1.76, -2.23], [2.49, -5.81, 0.71], [-2.33, -2.26, 3.04], [-2.93, 2.95, -1.29], [1.58, -1.85, -3.73], [-5.01, 5.07, 5.35], [0.58, 0.17, 6.01], [-2.26, 1.65, 5.09], [-0.81, 1.23, 3.37], [9.39, 0.04, -4.96], [4.98, 2.72, -6.23], [5.60, 1.14, -7.95], [1.35, -4.72, 0.99], [-2.61, -8.08, -4.12], [2.89, -2.34, -2.93], [2.13, -0.40, -4.17], [-3.44, 2.74, 10.83], [0.36, 3.74, 0.74], [3.73, -5.14, 0.52], [-2.79, -0.89, 2.72], [-2.91, 4.27, -0.75], [7.36, 2.30, -6.69], [-5.47, 3.85, 5.91], [0.53, -1.67, -2.79], [-5.11, 1.46, 9.57], [5.98, 0.57, -5.58], [11.24, 1.64, -5.22], [9.82, 1.77, -3.26], [1.27, 3.18, 2.95], [8.91, 2.42, -5.45], [-3.42, -3.09, 3.54], [-6.14, -2.87, -1.49], [2.35, -6.86, 1.65], [-1.27, -8.74, -2.16], [2.70, 3.02, 1.00], [1.44, -2.65, -4.89], [-5.84, 3.24, 11.05], [-3.40, 5.04, 5.29], [-3.26, 2.69, -2.65], [-1.69, -2.93, 1.92], [-1.53, 2.24, -0.96], [-3.87, 2.05, -0.35], [-5.95, -0.42, -1.39], [-4.31, -1.71, -2.72], [-5.27, 5.04, 3.76], [-5.41, 6.34, 5.84], [-6.65, -1.48, -3.46], [-1.66, -6.34, -2.67], [1.97, -6.32, -0.73], [0.90, 1.38, 1.32], [-0.22, -7.69, -4.13], [-4.95, 1.16, 12.01], [-6.74, 0.47, -2.18], [4.30, 1.69, -8.20], [-2.13, -7.92, -5.45], [-1.21, 0.97, 4.61], [-0.65, -8.24, -5.37], [11.19, 1.89, -2.90], [-1.08, -2.25, 4.35], [-2.96, 4.77, 3.95], [11.89, 2.35, -4.16], [3.33, 3.78, 2.03], [3.36, -0.13, -3.51], [3.99, -1.49, -3.26], [-3.11, 0.93, 0.16], [-7.54, -0.43, -3.10], [0.67, -5.76, -0.99], [0.65, -4.45, -0.24], [-1.44, -1.30, 5.54], [4.28, 3.00, -7.44], [2.64, 3.35, 3.31], [-1.68, 1.42, 0.22], [-4.05, 5.34, 3.07], [-6.37, 2.00, 9.14], [-6.42, 3.38, 9.75], [-0.63, -0.01, 5.40], [-7.44, 3.76, 9.83], [-2.00, 5.24, 3.77], [-0.99, -3.28, 4.74], [-0.97, 0.60, 0.22], [-0.08, -6.45, -0.61], [-1.51, 2.04, 1.09], [-4.05, 4.89, 2.08], [12.96, 2.13, -4.15], [3.14, 0.38, -2.57], [-8.39, -0.87, -2.57], [4.40, 3.59, 2.04], [11.55, 0.91, -2.58], [1.20, -3.67, -0.78], [-0.48, -9.32, -5.34], [-7.90, 0.09, -3.98], [4.00, 0.51, -4.12], [4.82, 3.78, -7.98], [4.72, -1.47, -2.46], [-0.10, -1.92, 3.95], [4.46, -1.88, -4.17], [-3.97, 6.42, 2.98], [-7.16, 1.36, 9.53], [3.16, 4.84, 1.82], [11.31, 2.60, -2.08], [3.27, 3.34, -7.23], [-1.07, -1.79, 6.47], [-3.48, 0.63, 1.14], [-2.51, -1.04, 5.62], [4.15, 1.83, -9.27], [3.02, 2.39, 3.66], [-2.29, -6.88, -5.75], [0.53, -5.62, -2.06], [11.75, 3.42, -4.33], [-2.66, -8.58, -6.14], [-3.21, 0.10, -0.54], [-0.36, -4.10, -0.03], [-2.87, 3.69, 3.83], [-6.42, 2.03, 8.05], [-7.38, 1.08, -1.54], [2.74, 4.09, 4.10], [-5.82, 4.09, 9.18], [-0.09, -7.81, -6.19], [-6.07, 1.12, -2.74], [3.55, 1.00, -7.82]]}

{"formula": "C24H44MnN2OP2Si", "method": "ωB97M-V with the def2-TZVPD basis set", "max_force_ha_per_bohr": 0.0355, "e_tot_ha": -3248.80124, "total_charge": 0, "lumo_ev": [-0.028, -0.245], "homo_lumo_gap_ev": [6.77, 7.10], "molar_mass_g_mol": 521.60, "s2": 3.8764, "spin_multiplicity": 4, "elements": ["Mn", "P", "P", "Si", "O", "N", "N", "C", "C", "C", "C", "C", "C", "C", "C", "C", "C", "C", "C", "C", "C", "C", "C", "C", "C", "C", "C", "C", "C", "C", "C", "H", "H", "H", "H", "H", "H", "H", "H", "H", "H", "H", "H", "H", "H", "H", "H", "H", "H", "H", "H", "H", "H", "H", "H", "H", "H", "H", "H", "H", "H", "H", "H", "H", "H", "H", "H", "H", "H", "H", "H", "H", "H", "H", "H"], "xyz": [[-0.13, -0.61, -0.14], [2.27, -1.02, -0.88], [-2.76, -0.87, -0.62], [-1.05, 1.95, 1.99], [-0.78, -2.43, -0.16], [-0.23, 0.15, -1.69], [0.12, 0.85, 1.25], [-0.12, 2.31, -2.71], [2.97, 0.61, 3.61], [-0.07, -2.85, 0.97], [-0.23, 3.48, 2.66], [-2.32, 2.54, 0.76], [-3.63, 0.41, -1.62], [3.10, 0.32, -1.83], [3.50, -1.47, 0.39], [-0.11, 2.46, -5.13], [-1.85, 1.02, 3.40], [3.84, 1.56, 3.07], [3.53, 2.20, 1.87], [-0.09, 3.07, -3.86], [0.45, -4.26, 0.69], [1.40, 1.00, 1.79], [2.23, -2.41, -2.07], [-3.80, -1.09, 0.87], [-0.16, 1.05, -5.24], [1.77, 0.31, 2.98], [-0.86, -2.85, 2.27], [-3.21, -2.34, -1.62], [-0.21, 0.27, -4.10], [-0.19, 0.88, -2.79], [2.33, 1.91, 1.21], [0.84, -4.72, 1.60], [3.06, -2.16, 1.12], [-2.25, 0.04, 3.10], [3.82, -0.57, 0.93], [-2.68, 1.62, 3.79], [-1.88, -3.21, 2.16], [0.27, 4.07, 1.87], [-0.35, -4.91, 0.30], [-0.89, -1.85, 2.74], [-4.71, 0.28, -1.53], [2.60, 0.48, -2.79], [1.05, -0.40, 3.40], [-0.07, 4.16, -3.78], [-0.09, 2.75, -1.72], [-3.22, 1.91, 0.76], [-1.93, 2.63, -0.26], [-0.07, 3.06, -6.03], [-0.35, -3.51, 2.99], [-3.34, 0.27, -2.68], [1.26, -4.26, -0.04], [-1.13, 0.87, 4.22], [3.22, -2.87, -2.17], [4.38, -1.94, -0.08], [1.90, -2.04, -3.05], [-3.35, 1.43, -1.33], [-0.17, 0.57, -6.22], [-3.35, -1.86, 1.51], [0.79, -2.04, 1.06], [4.76, 1.80, 3.59], [2.04, 2.43, 0.29], [-2.64, 3.55, 1.08], [1.50, -3.17, -1.74], [-4.80, -1.42, 0.55], [-1.01, 4.12, 3.10], [0.50, 3.25, 3.44], [-4.30, -2.40, -1.75], [-2.83, -3.27, -1.18], [4.21, 2.93, 1.44], [-0.28, -0.82, -4.14], [4.15, 0.06, -2.01], [3.21, 0.10, 4.55], [-2.74, -2.20, -2.61], [-3.89, -0.16, 1.45], [3.06, 1.25, -1.26]]}

{"formula": "C24H44P2Tl", "method": "ωB97M-V with the def2-TZVPD basis set", "max_force_ha_per_bohr": 0.1070, "e_tot_ha": -1795.62186, "total_charge": 1, "lumo_ev": [-6.406, -6.409], "homo_lumo_gap_ev": [3.62, 3.61], "molar_mass_g_mol": 598.95, "spin_multiplicity": 1, "elements": ["Tl", "P", "P", "C", "C", "C", "C", "C", "C", "C", "C", "C", "C", "C", "C", "C", "C", "C", "C", "C", "C", "C", "C", "C", "C", "C", "C", "H", "H", "H", "H", "H", "H", "H", "H", "H", "H", "H", "H", "H", "H", "H", "H", "H", "H", "H", "H", "H", "H", "H", "H", "H", "H", "H", "H", "H", "H", "H", "H", "H", "H", "H", "H", "H", "H", "H", "H", "H", "H", "H", "H"], "xyz": [[2.69, 0.18, 2.33], [2.04, -0.41, -4.48], [-0.33, 1.51, -4.01], [-1.58, 0.86, -5.19], [1.26, 1.24, -4.93], [-0.53, 3.31, -4.28], [-2.62, 0.21, -0.28], [-0.59, 0.30, 5.98], [0.70, -0.26, -0.68], [-1.37, -2.08, 3.20], [-0.65, -0.70, 4.89], [3.40, 2.23, 3.49], [-2.02, 1.25, 0.62], [-1.77, -1.03, 4.08], [-0.18, 2.16, -0.87], [0.42, -1.56, 4.54], [1.70, -1.64, 5.28], [1.04, 1.19, -0.79], [-0.02, -2.39, 3.48], [0.75, -3.52, 2.89], [-1.73, -0.29, -1.43], [3.68, -0.08, -5.25], [-1.08, 2.16, 0.33], [-0.45, -0.90, -0.95], [-2.25, -2.82, 2.27], [1.30, -1.41, -5.84], [-3.12, -0.45, 4.20], [0.21, 3.19, -1.00], [1.81, -2.39, -5.84], [-2.52, 1.32, 1.60], [0.38, -3.79, 1.89], [1.10, 1.29, -6.02], [-3.76, -1.04, 4.88], [0.23, -1.58, -5.66], [1.54, -2.05, 6.29], [-3.60, 0.52, -0.70], [-2.27, -1.07, -2.01], [-0.57, 3.53, -5.36], [-1.80, -2.91, 1.27], [1.66, 1.51, 0.07], [-3.23, -2.34, 2.16], [2.20, -0.67, 5.41], [0.66, -4.42, 3.52], [2.41, -2.32, 4.79], [4.18, 0.73, -4.70], [-0.87, 2.98, 1.03], [3.57, 0.20, -6.31], [1.82, -3.28, 2.79], [-1.54, 0.50, -2.18], [-2.86, -0.67, 0.35], [3.00, 3.12, 2.98], [-3.08, 0.57, 4.59], [-0.74, 1.97, -1.80], [-1.45, -0.21, -5.36], [1.56, -0.87, -0.39], [-0.30, -0.17, 6.93], [0.15, 1.08, 5.76], [0.32, 3.85, -3.82], [1.43, -0.94, -6.83], [-2.58, 1.02, -4.75], [-1.53, 1.40, -6.15], [-3.62, -0.43, 3.22], [-1.56, 0.78, 6.11], [-2.43, -3.85, 2.64], [-0.51, -1.98, -0.77], [2.91, 2.02, 4.45], [4.29, -0.99, -5.17], [4.50, 2.27, 3.59], [1.70, 1.37, -1.67], [1.95, 2.04, -4.62], [-1.46, 3.66, -3.80]]}

{"formula": "C24H45Br2N4O6S2", "method": "ωB97M-V with the def2-TZVPD basis set", "max_force_ha_per_bohr": 0.0169, "e_tot_ha": -7556.27450, "total_charge": -1, "lumo_ev": [2.172, 2.143], "relative_energy_kcal_mol": 1.6, "homo_lumo_gap_ev": [8.04, 8.17], "molar_mass_g_mol": 709.59, "s2": 2.0082, "spin_multiplicity": 3, "elements": ["Br", "Br", "S", "S", "O", "O", "O", "O", "O", "O", "N", "N", "N", "N", "C", "C", "C", "C", "C", "C", "C", "C", "C", "C", "C", "C", "C", "C", "C", "C", "C", "C", "C", "C", "C", "C", "C", "C", "H", "H", "H", "H", "H", "H", "H", "H", "H", "H", "H", "H", "H", "H", "H", "H", "H", "H", "H", "H", "H", "H", "H", "H", "H", "H", "H", "H", "H", "H", "H", "H", "H", "H", "H", "H", "H", "H", "H", "H", "H", "H", "H", "H", "H"], "xyz": [[-6.41, 2.94, 0.53], [-4.03, 5.17, 0.97], [-2.12, 2.97, -2.07], [-3.53, 5.34, -2.04], [-2.73, 2.44, -3.27], [-3.30, 6.70, -1.65], [-2.48, 2.30, -0.83], [3.15, -2.37, -0.90], [-4.24, 5.10, -3.27], [-1.47, -0.60, 1.58], [-2.17, 4.55, -1.90], [0.28, 0.84, -3.64], [4.38, -2.48, -1.26], [-2.23, -0.22, 2.53], [4.64, -0.70, -2.94], [-4.55, 4.61, -0.74], [4.79, -2.10, 1.12], [-1.75, -0.71, 3.87], [5.32, -1.83, -0.28], [-0.35, 2.78, -2.28], [-3.69, -0.32, 2.21], [5.34, -0.33, -0.55], [-2.23, -2.15, 4.06], [4.58, -2.22, -2.72], [-4.14, -1.77, 2.46], [-5.93, 3.14, -2.27], [0.15, 0.47, -1.27], [-2.24, 0.18, 5.02], [-3.89, 0.04, 0.75], [6.73, -2.42, -0.36], [-5.50, 3.71, -0.94], [5.84, -2.92, -3.25], [-0.23, -0.65, 3.87], [3.38, -2.78, -3.47], [0.04, 1.33, -2.49], [5.63, 0.01, -2.02], [-3.73, -2.32, 3.82], [-4.53, 0.67, 3.04], [-3.98, -3.38, 3.88], [-4.95, 0.00, 0.52], [-5.22, -1.81, 2.34], [-3.93, 1.52, 3.36], [3.54, -2.63, -4.54], [5.53, 1.09, -2.16], [7.31, -2.04, 0.48], [6.71, -2.25, -3.31], [-1.69, -2.79, 3.35], [-1.73, -0.12, 5.93], [-3.31, 0.10, 5.21], [-1.96, -2.48, 5.06], [-5.10, 2.57, -2.72], [0.12, 0.36, 3.65], [-2.01, 1.23, 4.82], [6.66, -0.24, -2.27], [-3.53, 1.05, 0.54], [-5.34, 1.06, 2.43], [-0.10, 3.37, -3.16], [-4.30, -1.83, 4.62], [0.20, -1.33, 3.14], [0.49, -0.53, -1.55], [6.11, -3.78, -2.64], [6.09, 0.13, 0.10], [3.27, -3.85, -3.28], [-6.20, 3.93, -2.97], [-4.98, 0.21, 3.93], [-6.77, 2.46, -2.13], [2.45, -2.29, -3.19], [0.13, -0.94, 4.87], [0.13, 3.20, -1.39], [-0.83, 0.38, -0.78], [3.64, -0.28, -2.79], [4.91, -0.52, -3.99], [5.66, -3.29, -4.26], [-3.70, -2.40, 1.68], [7.26, -2.16, -1.27], [5.50, -1.70, 1.85], [0.12, 1.55, -4.36], [4.69, -3.17, 1.30], [3.82, -1.64, 1.29], [4.37, 0.09, -0.27], [6.70, -3.51, -0.29], [0.84, 0.90, -0.54], [-3.37, -0.64, 0.08]]}

{"formula": "C24H45Cl2N3O7P2Sc", "method": "ωB97M-V with the def2-TZVPD basis set", "max_force_ha_per_bohr": 0.0669, "e_tot_ha": -3996.14589, "total_charge": -1, "lumo_ev": [1.630, 1.626], "homo_lumo_gap_ev": [2.76, 3.89], "molar_mass_g_mol": 665.45, "spin_multiplicity": 1, "elements": ["Sc", "Cl", "Cl", "P", "P", "O", "O", "O", "O", "O", "O", "O", "N", "N", "N", "C", "C", "C", "C", "C", "C", "C", "C", "C", "C", "C", "C", "C", "C", "C", "C", "C", "C", "C", "C", "C", "C", "C", "C", "H", "H", "H", "H", "H", "H", "H", "H", "H", "H", "H", "H", "H", "H", "H", "H", "H", "H", "H", "H", "H", "H", "H", "H", "H", "H", "H", "H", "H", "H", "H", "H", "H", "H", "H", "H", "H", "H", "H", "H", "H", "H", "H", "H", "H"], "xyz": [[0.69, 0.29, 0.30], [-1.35, 1.22, -0.50], [0.88, -2.03, 0.27], [1.25, -0.27, -2.89], [-0.91, -0.07, 2.81], [-0.05, 4.29, 1.02], [3.12, 0.02, 1.29], [5.97, 5.19, 3.59], [1.56, 1.96, 0.52], [4.84, 6.78, 2.56], [0.90, 4.96, -0.84], [4.48, 0.51, 2.97], [3.75, 0.87, 2.04], [5.07, 5.58, 2.82], [0.94, 4.50, 0.30], [3.58, -1.09, -3.99], [-2.65, 2.16, 3.05], [-1.06, -1.90, -2.84], [2.47, 2.75, 1.02], [-1.51, 1.43, 3.75], [0.06, -1.05, 4.07], [-0.42, 1.32, -4.42], [1.57, -0.90, 3.88], [4.23, 4.59, 2.17], [-3.40, -0.67, 1.53], [3.84, 0.39, -1.91], [3.17, 5.04, 1.37], [0.37, -1.79, -3.39], [3.01, -0.68, -2.63], [-3.12, -1.48, 3.90], [1.06, 1.09, -4.09], [-0.29, -0.77, 5.53], [3.58, 2.28, 1.80], [-0.35, 2.40, 3.99], [2.27, 4.13, 0.89], [1.71, 2.40, -3.62], [0.40, -1.97, -4.91], [-2.40, -1.17, 2.59], [4.44, 3.21, 2.39], [0.04, -2.97, -5.15], [2.97, -1.56, -1.96], [-0.97, 1.69, -3.53], [0.96, -2.61, -2.92], [-3.42, -0.56, 4.43], [3.15, -2.03, -4.35], [1.91, -1.16, 2.87], [-1.51, -2.82, -3.25], [-0.27, -1.25, -5.41], [1.58, 0.76, -5.00], [-1.93, -2.09, 2.20], [-1.87, 1.04, 4.71], [4.83, 0.46, -2.39], [-2.50, -2.10, 4.57], [-3.82, -1.55, 1.01], [4.00, 0.12, -0.86], [-1.69, -1.05, -3.14], [1.25, 2.79, -2.69], [3.06, 6.11, 1.17], [1.91, 0.13, 4.08], [0.29, -1.45, 6.16], [-0.93, 0.44, -4.81], [-0.03, 0.26, 5.81], [4.66, -1.23, -3.89], [2.10, -1.56, 4.58], [-4.23, -0.12, 1.98], [-0.48, 2.09, -5.21], [0.60, 1.90, 4.24], [1.40, -1.87, -5.33], [1.57, 3.15, -4.41], [-1.35, -0.94, 5.76], [-0.61, 3.05, 4.84], [-0.20, -2.10, 3.82], [5.25, 2.88, 3.03], [0.65, 0.25, -1.71], [-3.54, 1.54, 2.92], [2.78, 2.30, -3.48], [-1.08, -1.97, -1.75], [3.38, 1.39, -1.91], [3.42, -0.30, -4.74], [-2.34, 2.53, 2.06], [-0.19, 3.04, 3.11], [-4.02, -2.05, 3.67], [-2.95, 3.01, 3.68], [-2.92, -0.04, 0.77]]}